{"formula": "C11H12ClNO2", "method": "ωB97M-V/def2-TZVPD", "smiles": "COc1ccc([C@@]2(Cl)CN(C)C2=O)cc1", "lumo_energy_ev": 0.525, "multiplicity": 1, "species": ["Cl", "O", "O", "N", "C", "C", "C", "C", "C", "C", "C", "C", "C", "C", "C", "H", "H", "H", "H", "H", "H", "H", "H", "H", "H", "H", "H"], "coordinates": [[1.1377, -3.1481, 1.6115], [-1.4891, 3.0063, 2.0815], [2.8009, -1.5005, -0.9246], [0.9614, -2.5765, -1.7428], [0.6059, -1.9909, 0.1974], [-1.7459, 0.7183, 1.3945], [-1.2629, -0.4769, 0.9080], [1.7231, -1.9948, -0.7882], [0.1449, -0.6372, 0.6952], [0.9319, -2.6444, -3.1179], [-0.6766, 4.0583, 2.4633], [-0.8855, 1.8061, 1.5370], [0.9759, 0.4437, 0.7748], [-0.2151, -2.7030, -0.9240], [0.4378, 1.7008, 1.2385], [0.9014, -1.6191, -3.6581], [-1.0790, -2.0817, -1.2308], [1.6681, -3.3193, -3.4601], [1.9716, 0.4024, 0.4470], [0.1232, 3.6110, 3.0871], [-0.3644, -3.7812, -0.6933], [-2.7562, 0.9801, 1.6086], [-1.8017, -1.4033, 1.1045], [-0.5963, 4.6768, 1.5576], [-1.3226, 4.5222, 3.1861], [-0.1008, -3.1500, -3.3606], [1.1678, 2.5069, 1.4903]], "forces_ev_per_angstrom": [[-0.717, 0.874, -0.883], [-0.465, -4.217, -1.641], [1.213, 0.306, 0.704], [-0.973, 0.100, 1.651], [0.148, -0.569, 1.988], [0.340, 0.482, -0.784], [1.188, -0.376, 1.937], [0.517, 0.951, -1.977], [-1.352, -0.788, -0.949], [-2.847, 0.535, -2.708], [-0.515, -0.518, 0.610], [-0.824, 2.244, 1.050], [-1.774, 1.819, 0.734], [-0.150, -0.485, 1.468], [2.253, -0.571, 0.052], [0.439, -1.598, 0.822], [0.261, -0.736, -0.011], [1.049, -0.335, -0.917], [1.296, -0.200, -0.063], [0.577, 1.027, -0.949], [-0.784, 0.833, -0.129], [-0.797, -0.562, 0.259], [-0.437, 0.252, -0.761], [1.313, 0.237, 0.691], [-0.047, 1.005, 0.269], [1.929, 0.907, 0.151], [-0.840, -0.615, -0.614]], "mulliken_charge": [-0.246, -0.422, -0.650, 0.192, 0.672, -0.709, -0.575, 0.042, -0.010, -0.918, -0.832, 0.736, -0.380, -0.805, -0.441, 0.273, 0.457, 0.350, 0.542, 0.401, 0.323, 0.438, 0.393, 0.294, 0.242, 0.320, 0.310]}

{"formula": "C11H12ClNO4", "method": "ωB97M-V/def2-TZVPD", "smiles": "CCOc1cc(C=O)cc(Cl)c1OCC(N)=O", "lumo_energy_ev": 0.326, "multiplicity": 1, "species": ["Cl", "O", "O", "O", "O", "N", "C", "C", "C", "C", "C", "C", "C", "C", "C", "C", "C", "H", "H", "H", "H", "H", "H", "H", "H", "H", "H", "H", "H"], "coordinates": [[0.8675, 4.0819, -0.2759], [-0.7391, -0.6949, -0.4487], [4.2285, -1.1137, 0.8371], [-1.0784, 2.1182, -0.6563], [-1.6410, 1.0419, 1.8081], [-3.5291, 0.0637, 1.0653], [0.3196, 0.1318, -0.1993], [0.0112, -2.8561, -1.3277], [-0.6250, -2.0821, -0.1776], [0.0869, 1.5216, -0.3124], [1.1631, 2.3949, -0.1072], [2.6360, 0.5821, 0.3671], [2.4239, 1.9494, 0.2265], [-2.4339, 0.8434, 0.9217], [3.9523, 0.0559, 0.7258], [-2.3066, 1.4604, -0.4752], [1.5823, -0.3080, 0.1513], [-3.0609, 2.2462, -0.5898], [1.0348, -2.5354, -1.5009], [4.7156, 0.8402, 0.8934], [-2.4652, 0.6902, -1.2386], [-0.0833, -2.2444, 0.7598], [-3.6986, -0.3689, 1.9582], [1.8051, -1.3565, 0.2662], [3.2234, 2.6560, 0.3823], [-4.1833, -0.0910, 0.3204], [0.0104, -3.9170, -1.0936], [-1.6591, -2.4138, -0.0392], [-0.5571, -2.6961, -2.2407]], "forces_ev_per_angstrom": [[0.062, 0.310, 0.012], [0.168, 0.376, -0.131], [-0.039, -0.023, 0.003], [0.162, -0.221, -0.020], [0.191, 0.164, 0.232], [-0.321, -0.268, 0.115], [0.156, 0.096, -0.040], [-0.117, 0.342, 0.225], [0.006, -0.445, -0.065], [0.449, 0.059, 0.016], [-0.402, -0.261, -0.101], [-0.726, 0.173, -0.186], [0.121, -0.504, 0.080], [-0.186, 0.135, -0.419], [0.364, 0.150, 0.064], [-0.230, -0.057, 0.125], [-0.030, 0.035, 0.007], [0.061, -0.135, 0.033], [0.097, -0.025, -0.035], [0.098, -0.038, 0.027], [-0.026, 0.152, 0.152], [-0.083, 0.057, -0.031], [0.005, 0.056, -0.032], [-0.038, -0.114, -0.019], [0.095, 0.105, 0.015], [0.024, 0.004, -0.021], [0.020, -0.132, 0.007], [0.162, 0.029, 0.067], [-0.043, -0.017, -0.080]], "mulliken_charge": [-0.213, -0.367, -0.519, -0.519, -0.610, -0.377, 1.138, -1.133, -0.663, -0.005, 0.183, -0.036, -0.790, 0.761, -0.332, -0.791, -0.214, 0.444, 0.337, 0.296, 0.298, 0.472, 0.260, 0.672, 0.408, 0.196, 0.385, 0.388, 0.331]}

{"formula": "C11H12IOP", "method": "ωB97M-V/def2-TZVPD", "lumo_energy_ev": -0.680, "multiplicity": 1, "species": ["I", "P", "O", "C", "C", "C", "C", "C", "C", "C", "C", "C", "C", "C", "H", "H", "H", "H", "H", "H", "H", "H", "H", "H", "H", "H"], "coordinates": [[0.4651, 0.6165, -6.4720], [1.3796, 0.9691, 2.8687], [1.6881, 0.6583, -4.9872], [-0.0145, 0.3438, -3.2796], [-1.3383, -1.6095, 1.6175], [0.9289, 2.3766, 0.3905], [2.3096, 0.3031, -2.8398], [0.5104, -0.6732, 0.3128], [-0.8941, -0.7224, 0.7277], [0.9587, 1.1509, 1.3138], [2.0549, -0.0053, -1.5079], [-0.3482, -0.0885, -1.9859], [1.2608, 0.4369, -3.7349], [0.7318, -0.2560, -1.0856], [1.4199, -0.3479, 3.0057], [-0.7073, -2.4358, 1.9756], [1.1309, 3.1980, 1.0135], [-2.4112, -1.7558, 1.7604], [-0.6688, 0.5763, -4.1084], [-1.5154, 0.0159, 0.3514], [-0.1671, 2.3542, 0.0063], [2.7993, -0.2069, -0.7415], [3.3433, 0.3067, -3.1741], [1.1284, -1.3850, 0.6963], [-1.3450, -0.2152, -1.9310], [1.5819, 2.2919, -0.3783]], "forces_ev_per_angstrom": [[-0.681, 0.013, -1.044], [0.501, 3.007, 1.133], [0.624, 0.389, -0.555], [-0.315, -0.086, -0.878], [-0.525, -1.058, -0.704], [-4.527, -2.574, 2.590], [1.086, -0.697, 1.419], [-1.835, 5.601, -0.042], [1.474, -1.928, 1.392], [0.177, -2.422, -3.035], [-1.224, -0.575, -0.569], [4.585, 1.280, -1.599], [1.438, -0.045, 1.576], [-0.876, -0.229, -0.341], [-0.317, -2.531, 0.000], [-0.153, 0.547, -0.056], [0.090, 1.460, 0.507], [0.307, 0.408, 0.433], [-1.183, -0.290, 0.580], [-1.254, 1.239, -0.769], [1.817, 0.627, 0.289], [0.319, 0.310, -0.435], [-0.184, 0.299, -0.155], [1.824, -1.743, 1.210], [-3.137, -0.719, 1.473], [1.970, -0.280, -2.420]], "mulliken_charge": [0.206, -0.137, -0.685, -0.667, -0.937, -1.010, -0.397, -0.380, -0.051, 0.369, -0.744, -0.967, 1.317, 0.244, -0.077, 0.248, 0.433, 0.287, 0.142, 0.302, 0.208, 0.397, 0.370, 0.714, 0.528, 0.288]}

{"formula": "C11H12N", "method": "ωB97M-V/def2-TZVPD", "total_charge": 1, "smiles": "CC#CC1=C(C)[C@H]2C[N+]#C[C@@]12C", "lumo_energy_ev": [-6.432, -6.427], "multiplicity": 1, "species": ["N", "C", "C", "C", "C", "C", "C", "C", "C", "C", "C", "C", "H", "H", "H", "H", "H", "H", "H", "H", "H", "H", "H", "H"], "coordinates": [[-2.1170, -1.4217, -1.4042], [-1.2390, -1.6609, -0.6069], [2.7504, -0.4940, -0.4594], [-0.7891, -0.8858, 0.5254], [1.5879, -0.1734, -0.3288], [-2.6912, -0.1944, -1.0503], [4.1400, -0.6453, -0.7176], [0.2689, 0.0370, -0.0065], [-1.8962, 0.3322, 0.2007], [-0.5580, 1.0873, -0.0444], [-0.3142, 2.6317, -0.1852], [-0.7498, -1.4490, 1.9645], [4.4468, -1.5984, -1.1066], [-1.2322, 3.1178, 0.2306], [-3.7274, -0.1529, -0.8709], [-0.0303, -1.1003, 2.6554], [0.4971, 2.8389, 0.4579], [0.0290, 2.7678, -1.1565], [4.6003, -0.5670, 0.2285], [-2.5463, 0.5343, -1.9597], [-0.5176, -2.5434, 1.8489], [4.3960, 0.2020, -1.3733], [-2.5338, 0.6609, 0.9363], [-1.7743, -1.3234, 2.2223]], "forces_ev_per_angstrom": [[2.577, -3.028, 1.351], [-3.211, -0.135, -2.475], [-1.925, 0.236, -0.294], [1.782, 0.509, 1.825], [1.773, -0.782, 0.379], [0.918, 4.648, -1.856], [0.056, 0.635, -0.697], [-1.111, 0.269, 0.219], [3.252, -0.693, -2.057], [-1.635, 2.008, -0.188], [-1.994, -3.001, 2.228], [-0.332, -2.302, -2.667], [-0.127, -0.378, -0.509], [0.887, 0.082, -1.101], [-1.344, -0.836, 0.121], [0.580, 1.097, 0.362], [0.940, 0.457, 0.813], [-0.055, 0.975, -1.919], [1.038, 0.392, 1.064], [-0.243, -1.142, 1.597], [-0.446, 0.888, 0.360], [0.473, -0.502, 0.205], [-1.257, 0.837, 1.985], [-0.595, -0.232, 1.256]], "mulliken_charge": [-0.262, 0.110, 0.401, 1.659, -1.275, -0.706, -1.200, 0.212, -0.386, 0.219, -1.241, -1.245, 0.320, 0.347, 0.399, 0.372, 0.383, 0.363, 0.320, 0.300, 0.356, 0.324, 0.843, 0.389]}